Entry 1:
Computed, not measured: a cluster of 16 separate species, C3H41N2O15 in total in a non-equilibrium geometry, with ωB97M-V/def2-TZVPD.

Computed properties:
DFT total energy ... -1376.74127 Eh
HOMO-LUMO gap ... 0.3623 Eh
Strongest force on any atom ... 0.068 hartree/bohr

ORCA input file:
```
! wB97M-V def2-TZVPD RIJCOSX def2/J DEFGRID3
* xyz 1 1
C -0.700 0.223 1.615
N 0.594 0.216 0.904
C -1.239 -1.202 1.389
N -2.166 -1.260 0.096
C -3.549 -1.667 0.558
H -0.618 0.405 2.683
H -1.403 0.963 1.297
H 1.342 0.429 1.592
H 0.504 0.925 0.170
H -0.523 -1.954 1.247
H -1.858 -1.490 2.273
H -1.867 -1.873 -0.703
H -2.178 -0.284 -0.290
H -4.246 -1.835 -0.241
H -3.449 -2.501 1.237
H -4.021 -0.808 1.017
H 1.969 2.076 -4.185
H 1.830 0.654 -4.392
O 1.945 1.268 -3.673
H 1.200 -1.493 -0.950
H 1.799 -2.716 -1.851
O 1.347 -1.895 -1.831
H 0.132 -4.543 -1.344
H 0.045 -3.061 -1.186
O -0.437 -3.900 -0.964
H -3.147 0.596 3.967
H -3.794 1.394 2.832
O -3.167 0.674 3.017
H -3.208 1.385 -2.054
H -1.873 2.058 -1.069
O -2.584 1.268 -1.314
H 4.286 -1.850 2.363
H 3.261 -0.803 2.029
O 3.588 -1.641 1.638
H -2.869 -3.124 -2.816
H -2.640 -3.660 -1.443
O -3.324 -3.201 -1.920
H 1.877 -3.309 0.588
H 3.397 -3.564 0.398
O 2.559 -3.442 -0.051
H 1.500 2.429 1.988
H 2.528 2.081 3.259
O 1.726 1.915 2.789
H -1.268 -0.254 -2.433
H -0.390 -1.269 -3.201
O -0.914 -1.146 -2.412
H 0.238 3.782 3.089
H -0.377 4.613 1.873
O -0.616 4.030 2.611
H 3.132 1.092 -0.885
H 1.813 1.192 -1.511
O 2.359 1.712 -0.875
H 3.940 -0.447 0.397
H 4.911 -0.385 -0.871
O 4.433 0.118 -0.192
H 1.976 4.036 -1.222
H 0.628 4.734 -1.434
O 1.089 4.088 -0.878
H -0.506 3.513 -0.601
H -1.563 3.351 0.415
O -1.456 3.356 -0.535
*
```


Entry 2:
Computed, not measured: the ion C5H11N2OS with charge +1 in a non-equilibrium geometry, with ωB97M-V/def2-TZVPD.

Computed properties:
DFT total energy ... -779.79209 Eh
HOMO-LUMO gap ... 0.3894 Eh
Strongest force on any atom ... 0.100 hartree/bohr

ORCA input file:
```
! wB97M-V def2-TZVPD RIJCOSX def2/J DEFGRID3
* xyz 1 1
C 1.467 0.915 0.075
C -0.797 -0.061 -0.101
C 0.118 -1.270 0.494
C 0.462 -2.240 -0.684
C -1.765 0.338 1.011
N 0.213 1.037 -0.346
N 2.296 1.875 -0.275
O -2.433 1.492 0.651
S 1.729 -0.463 1.059
H -1.192 -0.381 -1.144
H -0.519 -1.756 1.331
H 0.802 -1.583 -1.504
H -0.537 -2.574 -0.948
H 1.093 -2.960 -0.379
H -1.236 0.511 1.956
H -2.524 -0.494 1.043
H -0.091 1.837 -0.809
H 2.019 2.503 -0.968
H 3.319 1.582 -0.154
H -2.424 1.693 -0.306
*
```


Entry 3:
Computed, not measured: a cluster of 2 separate species, C4H8NOS in total in a non-equilibrium geometry, with ωB97M-V/def2-TZVPD.

Computed properties:
DFT total energy ... -685.05669 Eh
HOMO-LUMO gap ... 0.2996 Eh
Strongest force on any atom ... 0.076 hartree/bohr

ORCA input file:
```
! wB97M-V def2-TZVPD RIJCOSX def2/J DEFGRID3
* xyz 1 1
C 1.716 -0.944 0.129
C -1.403 0.193 0.391
C -3.747 -0.614 0.382
C 3.253 1.283 -0.611
N -2.470 -0.198 0.059
O -0.244 0.372 0.518
S 3.048 -0.042 0.523
H 1.429 -1.816 0.706
H 1.218 -0.774 -0.890
H -4.382 -0.549 -0.454
H -4.248 0.008 0.997
H -3.793 -1.602 0.875
H 3.362 0.897 -1.564
H 4.048 1.976 -0.422
H 2.213 1.809 -0.639
*
```


Entry 4:
Computed, not measured: a cluster of 2 separate species, C17H19NO in total in a non-equilibrium geometry, with ωB97M-V/def2-TZVPD.

Computed properties:
DFT total energy ... -789.19492 Eh
HOMO-LUMO gap ... 0.3211 Eh
Strongest force on any atom ... 0.025 hartree/bohr

ORCA input file:
```
! wB97M-V def2-TZVPD RIJCOSX def2/J DEFGRID3
* xyz 0 1
C 0.002 1.542 -3.503
C -0.226 2.067 -2.116
C -1.414 2.450 -1.588
N -1.270 2.717 -0.241
C 0.018 2.449 0.131
C 0.643 2.646 1.363
C 1.952 2.223 1.456
C 2.665 1.744 0.339
C 2.031 1.610 -0.875
C 0.689 1.990 -1.013
H -0.348 0.508 -3.559
H 1.046 1.564 -3.807
H -0.586 2.109 -4.228
H -2.352 2.717 -2.047
H -2.029 2.966 0.365
H 0.107 3.020 2.227
H 2.488 2.368 2.393
H 3.646 1.328 0.519
H 2.528 1.140 -1.719
C 2.157 -2.283 -1.269
C 0.744 -1.727 -1.314
C -0.160 -1.966 -0.135
C -0.946 -3.116 -0.071
C -1.751 -3.347 1.038
C -1.688 -2.494 2.120
O -2.456 -2.695 3.241
C -0.880 -1.358 2.122
C -0.098 -1.163 0.999
H 2.706 -1.880 -0.411
H 2.727 -1.966 -2.141
H 2.202 -3.372 -1.149
H 0.877 -0.644 -1.371
H 0.210 -1.982 -2.233
H -0.787 -3.877 -0.834
H -2.373 -4.230 1.109
H -2.904 -3.553 3.177
H -0.758 -0.800 3.037
H 0.527 -0.277 0.928
*
```